#w
DFT (ωB97M-V/def2-TZVPD) results for C3H5NOS2 in the gas phase.

Properties
* HOMO-LUMO gap: 9.2 eV
* highest occupied orbital energy: -0.334 hartree

ORCA input file:
```
! RIJCOSX wB97M-V def2-TZVPD def2/J DEFGRID3
* xyz 0 1
S 3.275 -1.513 -0.557
O 3.082 1.356 -0.802
C -0.166 -0.254 0.195
N 0.553 0.200 1.403
C 1.781 0.551 1.442
H -1.176 0.157 0.234
H 0.016 0.219 2.265
H 0.464 1.281 -1.206
H -0.219 -1.348 0.210
S 2.393 0.204 -0.280
H 0.577 -0.383 -1.861
C 0.642 0.233 -0.976
*
```

=====

#x
DFT (ωB97M-V/def2-TZVPD) results for C3H5NOS2 in the gas phase.

Properties
* HOMO-LUMO gap: 8.3 eV
* highest occupied orbital energy: -0.329 hartree
* SMILES string: CN(S)C(=S)C=O

ORCA input file:
```
! RIJCOSX wB97M-V def2-TZVPD def2/J DEFGRID3
* xyz 0 1
C -0.694 0.124 -0.192
C 0.394 -2.075 0.450
H -1.311 2.163 -0.685
H 2.308 -1.077 -1.123
C -0.499 1.640 -0.096
N 0.428 -0.593 0.207
S 1.987 0.059 -0.273
O 0.355 2.125 0.605
H 0.278 -2.530 -0.618
H -0.444 -2.249 1.116
H 1.338 -2.482 0.864
S -2.188 -0.359 -0.154
*
```

=====

Looking at the structures above, which would you pick as the most stable? I would pick #x.